Arrangement P

Here is a structure of composition C4H6O3S from the Open Molecules 2025 dataset. Energies are from wB97M-V/def2-TZVPD.

Last column: natural (NBO) charge in e.
Element x y z (Å)
C1 -1.55652 0.41992 -0.80479  0.43
C2 -0.10538 -0.15938 1.14214  -0.47
C3 1.04537 0.57537 0.61200  -0.63
C4 -0.71652 -0.64746 -0.19585  -0.57
O1 -2.12399 0.27618 -1.85186  -0.47
O2 1.12072 0.16348 -2.06807  -0.90
O3 1.75595 -1.79872 -0.62166  -0.89
S1 1.05356 -0.58238 -0.84555  2.16
H1 -1.59080 1.31855 -0.15532  0.10
H2 0.16444 -0.95206 1.92031  0.25
H3 -0.58500 0.65477 1.74230  0.23
H4 0.82577 1.55726 0.26459  0.23
H5 2.04991 0.75913 1.12106  0.25
H6 -1.33751 -1.58468 -0.25928  0.28

Output
charge: 0
multiplicity: 1
orbital gap: 0.3932 hartree

---

Arrangement Q

Here is an isolated molecule of C4H6O3S from the Open Molecules 2025 dataset. Energies are from wB97M-V/def2-TZVPD.

Last column: natural (NBO) charge in e.
Element x y z (Å)
O1 1.74642 1.57978 0.12523  -0.93
S1 1.42961 0.17363 0.05333  2.13
O2 2.50744 -0.78475 0.01996  -0.92
C1 0.23683 -0.16589 1.36891  -0.66
C2 -1.05361 0.17791 0.72280  0.05
O3 -1.70742 -0.83905 0.03440  -0.46
C3 -1.16971 0.18430 -0.72269  0.05
C4 0.16546 -0.17848 -1.39530  -0.65
H1 0.31540 0.49498 2.15125  0.25
H2 0.39181 -1.10771 1.62318  0.24
H3 -1.54438 0.70876 1.46411  0.20
H4 -1.83567 0.69544 -1.39659  0.21
H5 0.28144 -1.23809 -1.62764  0.25
H6 0.23639 0.29917 -2.42095  0.26

Output
charge: 0
multiplicity: 1
orbital gap: 0.4199 hartree
SMILES: O=S1(=O)C[C@@H]2O[C@@H]2C1

---

Arrangement R

Here is a cluster of 2 separate species, C4H6O3S in total from the Open Molecules 2025 dataset. Energies are from wB97M-V/def2-TZVPD.

Last column: natural (NBO) charge in e.
Element x y z (Å)
C1 1.14846 1.53876 -0.22921  -0.83
S1 2.10940 0.20912 -0.02529  2.05
O1 2.64120 -0.13303 1.25666  -0.85
O2 1.94234 -0.85262 -0.99345  -0.87
H1 0.90584 1.71965 -1.26482  0.25
H2 1.18348 2.37643 0.42473  0.25
C2 -0.83138 -1.41762 0.61175  -0.62
C3 -1.66290 -0.50833 -0.34796  -0.54
C4 -1.72520 0.78967 -0.33703  0.70
O3 -1.90595 1.93708 -0.13813  -0.49
H3 0.09764 -1.71316 0.05871  0.24
H4 -1.51132 -2.29716 0.83873  0.23
H5 -0.68243 -0.92286 1.58404  0.22
H6 -1.70918 -0.72593 -1.43872  0.26

Output
charge: 0
multiplicity: 1
orbital gap: 0.2999 hartree
SMILES: C=S(=O)=O.CC=C=O

---

Which one sits at the top of the stability order? arrangement P does.

---

Arrangement P

Here is an isolated molecule of C6H14P2 from the Open Molecules 2025 dataset. Energies are from wB97M-V/def2-TZVPD.

Last column: natural (NBO) charge in e.
Element x y z (Å)
C1 1.03672 0.66656 -1.43040  -0.41
C2 0.28812 0.07032 -0.30532  -0.69
P1 -1.02275 -1.13612 -0.66823  0.81
C3 -2.39796 -0.32618 0.13894  -0.98
C4 -1.44498 -0.77043 -2.44220  -0.94
P2 0.40390 0.62705 1.33863  0.83
C5 2.01010 1.59118 1.41016  -0.91
C6 0.96305 -0.93073 2.09329  -0.93
H1 1.54836 1.63303 -1.35567  0.20
H2 1.09805 0.16711 -2.45995  0.21
H3 -3.18027 -1.08291 -0.00593  0.24
H4 -2.49428 0.74462 -0.31849  0.23
H5 -2.43929 -0.26742 1.22217  0.26
H6 -0.69460 -1.32381 -3.14509  0.24
H7 -1.46016 0.33951 -2.43814  0.24
H8 -2.33120 -1.31994 -2.74972  0.24
H9 2.04870 2.66383 1.16074  0.23
H10 2.64259 1.05219 0.77874  0.22
H11 2.32253 1.40827 2.41980  0.23
H12 0.79189 -0.88621 3.17850  0.23
H13 1.95292 -1.34140 2.00096  0.23
H14 0.35857 -1.57851 1.57720  0.23

Output
charge: 0
multiplicity: 1
orbital gap: 0.3149 hartree
SMILES: C=C(P(C)C)P(C)C

---

Arrangement Q

Here is an isolated molecule of C6H14P2 from the Open Molecules 2025 dataset. Energies are from wB97M-V/def2-TZVPD.

Last column: natural (NBO) charge in e.
Element x y z (Å)
C1 -0.48504 -3.06328 -0.19526  -0.88
P1 1.00571 -2.36446 -0.38081  0.73
C2 0.60187 -0.82703 -1.33292  -1.03
P2 0.54189 0.55717 -0.05664  1.42
C3 1.40440 1.69867 -1.08659  -1.11
C4 1.69835 0.12272 1.31050  -0.98
C5 -1.19778 0.32587 0.69242  -0.74
C6 -2.02858 1.54112 0.24310  -0.63
H1 -0.37457 -3.90043 0.45513  0.22
H2 -1.47002 -2.76987 -0.55653  0.22
H3 1.32289 -0.47564 -1.98924  0.27
H4 -0.32179 -0.91466 -1.78585  0.23
H5 0.92926 1.87315 -2.01991  0.21
H6 1.75285 2.68637 -0.50062  0.21
H7 1.16943 0.03672 2.23508  0.24
H8 2.26744 -0.80871 1.23476  0.26
H9 2.44502 0.93558 1.13456  0.27
H10 -1.47148 -0.84108 0.45371  0.25
H11 -1.18392 0.38953 1.70680  0.22
H12 -1.40799 2.16579 -0.41817  0.22
H13 -2.96329 1.39365 -0.25460  0.22
H14 -2.23463 2.23882 1.11105  0.21

Output
charge: 0
multiplicity: 1
orbital gap: 0.2879 hartree
SMILES: C=PC[P@](=C)(C)CC

---

Which one sits at the top of the stability order? arrangement P does.